(1)
Here is a molecular structure, C6H22NaO5 from the OMol25 dataset. Energies are from ωB97M-V/def2-TZVPD.

Atoms and positions in Å:
Na1 -10.45 -15.64 -7.69
C1 -4.10 -12.96 -7.41
C2 -5.26 -12.54 -6.42
O1 -6.16 -13.63 -6.12
H1 -3.49 -13.70 -6.90
H2 -3.45 -12.11 -7.62
H3 -4.46 -13.43 -8.32
H4 -5.89 -11.73 -6.78
H5 -4.89 -12.30 -5.42
H6 -5.87 -14.06 -5.31
C3 -13.01 -14.24 -2.96
O2 -13.51 -15.31 -3.71
H7 -12.18 -13.79 -3.51
H8 -13.80 -13.52 -2.73
H9 -12.56 -14.68 -2.07
H10 -14.07 -15.81 -3.10
C4 -12.84 -10.45 -8.77
O3 -11.93 -11.37 -9.33
H11 -12.40 -10.13 -7.83
H12 -13.05 -9.60 -9.42
H13 -13.74 -10.94 -8.39
H14 -11.85 -11.24 -10.27
C5 -9.35 -18.87 -12.57
O4 -8.43 -18.18 -11.80
H15 -10.31 -18.36 -12.57
H16 -9.06 -18.86 -13.62
H17 -9.45 -19.88 -12.18
H18 -7.64 -18.73 -11.77
C6 -10.03 -20.93 -4.92
O5 -10.32 -20.54 -6.26
H19 -9.06 -20.46 -4.75
H20 -10.83 -20.55 -4.29
H21 -10.06 -22.02 -4.98
H22 -10.65 -21.32 -6.71

Total charge = +1
Energy relative to the best compared isomer or geometry (same formula, charge and spin) = 78.4 kcal/mol
Orbital gap = 0.2833 Eh

(2)
Here is 7 unconnected molecules or ions with the total composition C6H22O7 from the OMol25 dataset. Energies are from ωB97M-V/def2-TZVPD.

Atoms and positions in Å:
C1 -0.61 -3.33 0.07
C2 -0.42 -2.65 -1.29
C3 -1.24 -1.39 -1.40
C4 -0.93 -0.28 -0.72
C5 -1.73 0.94 -0.77
C6 -1.23 2.12 -0.42
O1 -1.91 3.30 -0.50
H1 -1.66 -3.53 0.26
H2 -0.25 -2.71 0.89
H3 -0.05 -4.27 0.12
H4 -0.67 -3.35 -2.09
H5 0.65 -2.43 -1.43
H6 -2.13 -1.47 -2.02
H7 -0.10 -0.23 -0.03
H8 -2.78 0.81 -1.04
H9 -0.22 2.35 -0.10
H10 -2.85 3.15 -0.51
O2 2.13 1.82 -1.71
H11 1.33 1.69 -2.29
H12 2.89 1.93 -2.31
O3 2.60 0.21 0.42
H13 2.44 0.81 -0.36
H14 2.49 -0.69 0.10
O4 -0.10 1.53 -3.25
H15 -0.55 0.70 -3.03
H16 -0.71 2.22 -2.95
O5 -1.28 0.39 2.89
H17 -1.03 -0.48 3.21
H18 -0.47 0.88 2.65
O6 1.07 -1.18 3.73
H19 1.19 -0.30 4.11
H20 1.48 -1.10 2.86
O7 1.35 1.33 2.56
H21 1.56 2.28 2.61
H22 1.78 0.95 1.75

Energy relative to the best compared isomer or geometry (same formula, charge and spin) = 46.2 kcal/mol
SMILES = CC/C=C/C=C/O.O.O.O.O.O.O
Orbital gap = 0.3242 Eh

(3)
Here is 5 unconnected molecules or ions with the total composition C6H22O8 from the OMol25 dataset. Energies are from ωB97M-V/def2-TZVPD.

Atoms and positions in Å:
O1 8.49 9.62 8.48
C1 7.87 8.38 8.92
C2 8.43 7.82 10.23
O2 8.13 8.84 11.26
H1 8.78 10.12 9.25
H2 6.78 8.41 9.07
H3 7.93 7.66 8.12
H4 9.50 7.54 10.27
H5 7.83 6.92 10.46
H6 7.47 8.47 11.85
O3 5.72 6.00 7.79
C3 5.16 5.99 6.47
C4 5.28 7.33 5.78
O4 4.54 8.34 6.45
H7 5.18 6.61 8.29
H8 5.72 5.29 5.83
H9 4.21 5.54 6.45
H10 4.89 7.20 4.78
H11 6.34 7.67 5.62
H12 5.18 9.04 6.61
O5 8.11 16.01 8.31
C5 7.01 15.68 9.17
C6 7.12 14.20 9.46
O6 7.05 13.37 8.31
H13 7.95 16.76 7.74
H14 7.01 16.29 10.07
H15 6.09 15.93 8.67
H16 6.21 13.90 10.08
H17 8.03 14.00 10.07
H18 7.49 13.94 7.64
O7 7.04 10.35 4.05
H19 6.88 10.51 4.99
H20 6.55 11.09 3.66
O8 6.51 10.32 7.00
H21 6.17 11.08 7.48
H22 7.37 10.15 7.43

Energy relative to the best compared isomer or geometry (same formula, charge and spin) = 16.3 kcal/mol
SMILES = OCCO.OCCO.OCCO.O.O
Orbital gap = 0.3727 Eh

(4)
Here is a molecular structure, C6H23B2LiN from the OMol25 dataset. Energies are from ωB97M-V/def2-TZVPD.

Atoms and positions in Å:
Li1 2.21 -0.68 -0.65
B1 2.05 -2.00 -4.04
H1 1.21 -2.02 -4.71
H2 2.28 -1.00 -3.68
H3 1.92 -2.65 -3.19
H4 2.90 -2.45 -4.54
B2 5.38 -0.62 0.74
H5 4.87 -0.73 1.68
H6 6.43 -0.48 0.92
H7 5.21 -1.48 0.11
H8 4.98 0.26 0.25
C1 -1.67 -1.98 1.38
C2 -1.57 -0.51 1.84
N1 -1.26 0.55 0.81
C3 -1.05 1.90 1.39
C4 -0.46 2.85 0.40
C5 -2.22 0.45 -0.26
C6 -3.58 1.03 0.00
H9 -1.59 -2.56 2.29
H10 -0.88 -2.38 0.74
H11 -2.64 -2.17 0.92
H12 -2.49 -0.26 2.37
H13 -0.78 -0.45 2.59
H14 -1.92 2.39 1.83
H15 -0.36 1.83 2.23
H16 -0.25 3.79 0.90
H17 0.47 2.56 -0.09
H18 -1.19 3.05 -0.37
H19 -2.32 -0.55 -0.69
H20 -1.86 0.88 -1.19
H21 -4.20 0.26 0.45
H22 -4.08 1.19 -0.96
H23 -3.53 1.97 0.53

Total charge = -1
Energy relative to the best compared isomer or geometry (same formula, charge and spin) = 116.0 kcal/mol
Orbital gap = 0.2628 Eh

(5)
Here is 5 unconnected molecules or ions with the total composition C6H23NO5 from the OMol25 dataset. Energies are from ωB97M-V/def2-TZVPD.

Atoms and positions in Å:
C1 -1.87 2.52 0.59
C2 -0.42 2.11 0.50
C3 -0.12 0.79 1.23
C4 -0.54 -0.44 0.42
C5 0.41 -0.79 -0.72
N1 -0.31 -1.60 -1.73
C6 1.67 -1.50 -0.25
O1 2.70 -1.43 -1.22
H1 -2.10 3.41 0.00
H2 -2.17 2.76 1.61
H3 -2.54 1.71 0.26
H4 0.23 2.91 0.88
H5 -0.13 2.04 -0.55
H6 -0.67 0.81 2.17
H7 0.95 0.73 1.44
H8 -0.69 -1.31 1.08
H9 -1.54 -0.29 0.01
H10 0.70 0.13 -1.24
H11 -0.44 -2.54 -1.36
H12 0.24 -1.70 -2.57
H13 2.00 -1.12 0.72
H14 1.47 -2.57 -0.13
H15 3.12 -0.56 -1.18
O2 1.76 -0.88 3.21
H16 0.91 -1.32 3.10
H17 2.21 -1.39 3.89
O3 -2.98 -2.40 -0.45
H18 -3.50 -3.00 -0.99
H19 -2.42 -1.92 -1.09
O4 -1.40 1.15 -2.73
H20 -2.13 1.44 -2.18
H21 -1.28 0.22 -2.48
O5 3.26 1.25 -0.32
H22 2.43 1.70 -0.53
H23 3.19 1.07 0.63

Energy relative to the best compared isomer or geometry (same formula, charge and spin) = 3.6 kcal/mol
SMILES = CCCC[C@H](N)CO.O.O.O.O
Orbital gap = 0.3697 Eh

(6)
Here is 6 unconnected molecules or ions with the total composition C6H23NO6 from the OMol25 dataset. Energies are from ωB97M-V/def2-TZVPD.

Atoms and positions in Å:
C1 3.09 -0.77 0.77
C2 1.84 -0.99 -0.17
C3 0.75 0.01 0.30
N1 0.05 0.42 -0.96
C4 0.97 1.36 -1.68
C5 -1.20 1.14 -0.52
C6 -2.31 0.10 -0.24
O1 -2.98 0.23 0.79
H1 3.05 0.22 1.21
H2 3.13 -1.64 1.59
H3 4.05 -0.72 0.33
H4 1.54 -2.00 -0.14
H5 2.09 -0.65 -1.23
H6 0.08 -0.57 1.07
H7 1.10 0.88 0.83
H8 1.85 0.85 -2.12
H9 0.47 1.91 -2.48
H10 1.36 2.20 -1.20
H11 -1.46 1.81 -1.24
H12 -1.10 1.76 0.49
H13 -2.32 -0.90 -0.84
O2 -2.00 -2.49 -0.05
H14 -1.70 -3.09 -0.70
H15 -1.52 -2.65 0.75
O3 -0.56 -2.58 -2.51
H16 -0.03 -2.87 -1.81
H17 -0.81 -1.64 -2.07
O4 -2.95 1.89 -2.81
H18 -3.16 2.79 -2.42
H19 -2.10 1.61 -2.44
O5 2.52 0.67 3.52
H20 1.75 0.13 3.94
H21 2.05 1.44 3.18
O6 -1.52 0.49 3.12
H22 -2.20 1.14 3.54
H23 -1.82 0.50 2.17

Energy relative to the best compared isomer or geometry (same formula, charge and spin) = 110.4 kcal/mol
SMILES = CCCN(C)CC=O.O.O.O.O.O
Orbital gap = 0.3818 Eh

(7)
Here is a molecular structure, C6H23O7V from the OMol25 dataset. Energies are from ωB97M-V/def2-TZVPD.

Atoms and positions in Å:
V1 -0.18 0.06 -0.86
C1 -1.99 -1.84 2.53
C2 -2.39 -1.43 1.11
O1 -1.66 -0.43 0.55
H1 -0.94 -2.10 2.65
H2 -2.58 -2.70 2.86
H3 -2.14 -1.03 3.25
H4 -3.47 -1.17 1.12
H5 -2.30 -2.38 0.53
C3 3.13 -2.45 0.66
C4 1.70 -1.91 0.55
O2 1.58 -0.63 0.14
H6 3.11 -3.54 0.53
H7 3.60 -2.19 1.61
H8 3.81 -2.06 -0.11
H9 1.21 -2.11 1.53
H10 1.17 -2.61 -0.16
C5 0.65 4.30 -1.00
C6 -0.22 3.22 -0.34
O3 0.43 2.05 -0.08
H11 1.20 3.96 -1.88
H12 1.38 4.61 -0.25
H13 0.06 5.19 -1.25
H14 -1.16 3.01 -0.90
H15 -0.56 3.70 0.62
O4 1.32 0.47 -2.42
H16 2.13 0.79 -2.01
H17 1.41 0.59 -3.37
O5 0.23 0.58 2.72
H18 -0.31 0.88 3.45
H19 -0.39 0.10 2.13
O6 -0.39 -1.78 -2.17
H20 -1.03 -1.81 -2.89
H21 -0.29 -2.69 -1.87
O7 -1.72 0.98 -2.17
H22 -2.32 1.60 -1.75
H23 -2.10 0.76 -3.02

Expectation value of S² = 3.75
Total charge = -1
Spin multiplicity = 4
Energy relative to the best compared isomer or geometry (same formula, charge and spin) = 0.0 kcal/mol
Orbital gap (alpha / beta) = 0.1553 / 0.1973 Eh

Q: Which formula does entry 5 have?
A: C6H23NO5